22
Properties=species:S:1:pos:R:3:nbo_charge:R:1 method="wB97M-V/def2-TZVPD" smiles=CCN(C)CC.O homo_energy_ev=-8.1 de_lowest_kcal_mol=52.97
C 1.7824 -0.4787 -0.8068 -0.6559
C 0.5208 -1.1109 -1.3887 -0.2184
N -0.8127 -0.9507 -0.6562 -0.4679
C -1.5113 0.2841 -0.7635 -0.2019
C -0.8453 1.4947 0.0125 -0.6388
C -0.7493 -1.6180 0.6487 -0.4276
H 2.0737 0.5246 -1.2577 0.2053
H 1.6883 -0.2868 0.2744 0.2254
H 2.6549 -1.1379 -1.0430 0.2166
H 0.5581 -2.1901 -1.2970 0.2018
H 0.3857 -0.6502 -2.4000 0.1956
H -2.6196 0.1641 -0.5459 0.1913
H -1.3200 0.5140 -1.8277 0.1957
H -1.3389 2.4488 -0.1085 0.2122
H 0.1361 1.5598 -0.5654 0.2102
H -0.7100 1.3830 1.0947 0.1760
H -1.7282 -2.1382 0.7636 0.2002
H -0.7738 -0.8105 1.5210 0.1596
H 0.1590 -2.3843 0.7981 0.2163
H 0.3898 1.1576 2.5337 0.4601
H 0.8776 2.5597 2.3543 0.4671
O 1.1828 1.6656 2.6595 -0.9230